Record 1
Below is a cluster of 5 separate species, H8IO4 in total in a non-equilibrium geometry, with properties calculated with wB97M-V/def2-TZVPD.

```
! wB97M-V def2-TZVPD RIJCOSX def2/J DEFGRID3
* xyz -1 1
I 0.20 -0.36 0.17
O 2.98 0.38 2.48
H 2.19 0.22 1.97
H 3.57 0.83 1.90
O 0.15 3.22 0.83
H 1.09 3.23 0.64
H -0.15 2.31 0.82
O -3.14 -1.82 0.22
H -3.15 -1.58 -0.72
H -2.22 -1.98 0.53
O -0.38 -1.41 -3.36
H -0.99 -2.03 -2.94
H -0.15 -1.01 -2.53
*
```

The energy above the lowest of the compared OMol25 structures with the same formula, charge and spin is 0.4204 eV. The frontier orbital gap is 0.2944 Ha. The calculation puts the highest occupied orbital energy at -0.1750 Ha. As for the lowest unoccupied orbital energy: 3.25 eV. The molar mass comes out at 198.96 g mol⁻¹. Its calculated total energy is -16423.842 eV.

---

Record 2
Below is a cluster of 5 separate species, H8IO4 in total in a non-equilibrium geometry, with properties calculated with wB97M-V/def2-TZVPD.

```
! wB97M-V def2-TZVPD RIJCOSX def2/J DEFGRID3
* xyz -1 1
I 0.00 1.03 -0.20
O 0.15 2.59 2.93
H 0.12 2.14 2.14
H 1.03 3.12 2.92
O 1.81 0.18 -3.31
H 1.91 -0.75 -3.01
H 1.34 0.49 -2.57
O -2.04 -0.98 -2.09
H -2.11 -1.71 -1.64
H -1.65 -0.59 -1.46
O -0.04 -2.18 1.95
H 0.02 -1.32 1.58
H -0.55 -2.04 2.76
*
```

The energy above the lowest of the compared OMol25 structures with the same formula, charge and spin is 1.6306 eV. The frontier orbital gap is 0.2959 Ha. The calculation puts the highest occupied orbital energy at -0.1703 Ha. As for the lowest unoccupied orbital energy: 3.42 eV. The molar mass comes out at 198.96 g mol⁻¹. Its calculated total energy is -16422.632 eV.

---

Record 3
Below is a structure of composition H8KO4 in a non-equilibrium geometry, with properties calculated with wB97M-V/def2-TZVPD.

```
! wB97M-V def2-TZVPD RIJCOSX def2/J DEFGRID3
* xyz 2 2
K -10.10 0.46 2.80
O -8.22 1.04 5.05
H -7.30 0.80 4.92
H -8.22 1.62 5.81
O -11.94 -1.65 3.52
H -12.80 -1.65 3.10
H -12.10 -2.02 4.39
O -11.92 -0.52 0.90
H -12.36 -1.32 0.63
H -12.06 0.09 0.18
O -8.32 2.00 1.21
H -7.50 2.01 0.71
H -8.06 2.21 2.11
*
```

The energy above the lowest of the compared OMol25 structures with the same formula, charge and spin is 0.1180 eV. The frontier orbital gap (spin up / spin down) is 0.4844 / 0.1012 Ha. The calculation puts the highest occupied orbital energy (spin up / spin down) at -0.7482 / -0.6931 Ha. As for the lowest unoccupied orbital energy (spin up / spin down): -7.18 / -16.10 eV. The molar mass comes out at 111.16 g mol⁻¹. Its calculated total energy is -24625.087 eV.

---

Please write out number 3 again, unchanged.
Below is a structure of composition H8KO4 in a non-equilibrium geometry, with properties calculated with wB97M-V/def2-TZVPD.

```
! wB97M-V def2-TZVPD RIJCOSX def2/J DEFGRID3
* xyz 2 2
K -10.10 0.46 2.80
O -8.22 1.04 5.05
H -7.30 0.80 4.92
H -8.22 1.62 5.81
O -11.94 -1.65 3.52
H -12.80 -1.65 3.10
H -12.10 -2.02 4.39
O -11.92 -0.52 0.90
H -12.36 -1.32 0.63
H -12.06 0.09 0.18
O -8.32 2.00 1.21
H -7.50 2.01 0.71
H -8.06 2.21 2.11
*
```

The energy above the lowest of the compared OMol25 structures with the same formula, charge and spin is 0.1180 eV. The frontier orbital gap (spin up / spin down) is 0.4844 / 0.1012 Ha. The calculation puts the highest occupied orbital energy (spin up / spin down) at -0.7482 / -0.6931 Ha. As for the lowest unoccupied orbital energy (spin up / spin down): -7.18 / -16.10 eV. The molar mass comes out at 111.16 g mol⁻¹. Its calculated total energy is -24625.087 eV.